DFT (ωB97M-V/def2-TZVPD) results for a structure of composition C42H50FIN2O9P2S3 in a non-equilibrium geometry.

Last column: Löwdin charge in e.
CARTESIAN COORDINATES (ANGSTROEM)
C: -2.42867 7.84517 2.54437  0.1088
C: -2.04763 7.24845 3.50979  -0.1378
C: -1.38731 6.37903 4.50694  -0.2115
C: -2.18057 5.05210 4.72315  -0.1417
C: -2.03969 4.22876 3.39272  -0.1826
N: -1.64835 2.83501 3.57036  -0.0826
C: -2.45066 1.87313 3.03794  -0.2075
C: -3.26542 1.00515 2.92233  0.1583
C: -0.30515 2.49633 3.86956  -0.5181
F: 0.30903 3.42050 4.64647  -0.0195
C: 0.69218 2.29192 2.62185  -0.6681
I: 1.42343 4.30807 2.12886  1.1541
O: 0.22245 1.47555 1.61781  -0.2118
C: -0.24587 1.88727 0.37130  -0.9043
S: -1.41375 3.29292 0.23732  0.7742
P: 1.02901 1.98353 -1.05581  0.8441
N: 2.21900 0.78573 -0.67935  -0.1205
O: 1.77382 3.46296 -1.04088  -0.3634
S: -1.31672 0.36090 -0.17259  0.5781
C: -1.17553 0.13433 -1.98881  -0.1861
O: -2.71079 0.59126 0.06671  -0.3504
O: -0.75827 -0.81326 0.43017  -0.2981
P: 2.33412 1.46990 3.15255  0.4188
O: 2.24847 0.02883 3.29045  -0.2184
O: 3.33831 1.76928 1.90060  -0.2046
O: 2.98283 2.26279 4.38258  -0.1410
S: -0.35637 0.96542 4.98575  0.6859
C: -1.81457 1.10485 6.07327  -0.1023
O: 0.76363 0.97250 5.88620  -0.3072
O: -0.51559 -0.24253 4.24044  -0.2756
H: -2.70456 8.56387 1.80712  0.0312
H: -0.40645 6.08288 4.11178  0.0752
H: -1.19527 6.91705 5.43985  0.1147
H: -3.22302 5.33087 4.89776  0.1105
H: -1.72371 4.51969 5.56036  0.0991
H: -3.04987 4.22427 2.96898  0.1299
H: -1.45630 4.81135 2.67135  0.0413
H: -3.94011 0.25148 2.59328  0.0546
H: -1.83470 3.16840 -1.04753  -0.0902
H: 2.13847 0.06982 -1.39660  0.0288
H: 3.14017 1.20078 -0.81162  0.0227
H: 1.78430 3.75908 -1.95682  0.0431
H: -1.98105 -0.55124 -2.28655  0.0764
H: -0.23868 -0.33637 -2.28542  0.0287
H: -1.37772 1.07389 -2.50537  0.0406
H: 3.79949 2.60466 2.06435  0.0365
H: 3.47765 1.62991 4.92164  0.1047
H: -2.18491 2.13875 6.03564  0.0545
H: -2.59968 0.42545 5.74645  0.0633
H: -1.49482 0.93448 7.10269  0.0692
C: -6.00011 8.66850 2.36082  -0.1101
C: -6.02212 9.23319 3.62869  -0.0977
C: -6.49989 10.52436 3.80561  -0.0966
C: -6.96455 11.24814 2.71537  -0.0987
C: -6.94573 10.68233 1.44802  -0.0997
C: -6.45966 9.39387 1.26971  -0.0994
H: -5.62400 7.66240 2.22286  0.0950
H: -5.66548 8.66624 4.47947  0.0994
H: -6.51107 10.96704 4.79370  0.0998
H: -7.34150 12.25367 2.85419  0.0995
H: -7.30955 11.24627 0.59813  0.0993
H: -6.44008 8.95440 0.28009  0.0990
C: -0.36153 -3.48436 -1.98858  -0.0855
C: -1.13777 -4.63428 -1.94141  -0.0777
C: -1.10350 -5.54096 -2.99271  -0.0864
C: -0.28450 -5.30230 -4.08901  -0.1152
C: 0.49578 -4.15523 -4.13576  -0.1008
C: 0.45423 -3.24542 -3.08805  -0.0980
H: -0.38824 -2.77422 -1.16949  0.0850
H: -1.77089 -4.82346 -1.08384  0.1065
H: -1.71480 -6.43446 -2.95758  0.0895
H: -0.25398 -6.01162 -4.90808  0.0928
H: 1.13620 -3.97060 -4.99001  0.1031
H: 1.06072 -2.34782 -3.12817  0.0901
C: -2.10573 -8.91175 -4.55115  -0.1017
C: -3.26496 -9.66550 -4.67504  -0.0941
C: -3.31995 -10.94727 -4.14520  -0.0964
C: -2.21845 -11.47240 -3.48300  -0.0953
C: -1.06040 -10.71776 -3.35557  -0.0895
C: -1.00182 -9.43914 -3.89270  -0.1007
H: -2.06225 -7.91240 -4.96785  0.0914
H: -4.12631 -9.25353 -5.18592  0.1009
H: -4.22204 -11.53726 -4.24757  0.1001
H: -2.26313 -12.47051 -3.06572  0.1005
H: -0.20198 -11.12669 -2.83747  0.1028
H: -0.09610 -8.85297 -3.79670  0.0857
C: 2.32976 -8.32552 -5.61327  -0.0925
C: 2.72986 -7.22362 -4.86850  -0.0910
C: 4.05548 -6.81166 -4.89561  -0.0917
C: 4.97920 -7.49584 -5.67414  -0.0981
C: 4.57837 -8.59555 -6.42090  -0.0988
C: 3.25493 -9.01302 -6.38753  -0.0936
H: 1.29655 -8.64901 -5.59049  0.0825
H: 2.00883 -6.68623 -4.26613  0.0775
H: 4.36856 -5.95632 -4.30975  0.1010
H: 6.01215 -7.17174 -5.69861  0.0994
H: 5.29877 -9.12825 -7.02915  0.0994
H: 2.94360 -9.87380 -6.96608  0.1009
C: 7.29892 3.21392 -0.04447  -0.0979
C: 6.15847 2.43745 -0.20261  -0.1047
C: 6.12423 1.14166 0.29649  -0.1036
C: 7.22735 0.62565 0.96219  -0.0864
C: 8.36635 1.40315 1.12322  -0.0939
C: 8.40403 2.69556 0.61660  -0.0975
H: 7.32647 4.22310 -0.43650  0.0995
H: 5.29442 2.84381 -0.71671  0.0933
H: 5.23664 0.53459 0.16869  0.0902
H: 7.19856 -0.38242 1.35577  0.1044
H: 9.22634 1.00101 1.64403  0.1008
H: 9.29453 3.29936 0.73815  0.0999

Cartesian forces, eV/Å:
-0.2 0.7 0.0
0.8 -0.7 0.3
-0.3 -0.3 0.0
1.0 0.6 -0.8
-1.5 1.1 0.6
0.2 0.5 -0.7
0.2 0.4 1.3
-0.4 -0.4 -0.5
0.7 -0.9 -0.8
-0.6 0.4 0.3
1.0 0.3 1.7
-0.3 0.1 -0.4
-0.7 0.5 0.3
0.4 -0.4 -1.4
0.1 0.6 0.4
-0.5 -0.2 -1.3
-0.2 1.0 -0.2
0.2 -0.7 0.8
-0.3 -1.7 -0.7
-0.5 0.2 0.1
-0.1 0.8 -0.2
0.7 0.1 0.1
1.1 -0.9 -1.2
-0.4 -0.3 0.4
-0.6 0.6 0.9
-0.4 0.3 -0.6
-0.4 -2.6 1.7
-0.1 1.4 -0.4
0.5 1.2 -0.1
-0.4 0.4 -0.9
-0.2 -0.2 -0.1
-0.1 0.3 0.1
-0.3 0.0 -0.1
0.1 -0.4 0.3
-0.3 0.0 0.0
0.3 -0.4 -0.1
0.3 -0.5 0.2
0.1 0.0 0.0
0.4 -0.5 0.4
-0.1 0.0 0.1
0.0 -0.1 0.5
-0.1 0.1 0.0
0.0 0.0 0.6
0.0 0.4 0.2
0.3 -0.1 0.1
0.1 0.0 -0.3
-0.2 -0.1 0.2
-0.1 -0.3 -0.1
0.3 0.0 -0.1
0.3 -0.3 -0.3
0.0 0.0 0.0
0.0 0.0 0.0
0.0 0.0 0.0
0.0 0.0 0.0
0.0 0.0 0.0
0.0 0.0 0.0
0.0 0.0 0.0
0.0 0.0 0.0
0.0 0.0 0.0
0.0 0.0 0.0
0.0 0.0 0.0
0.0 0.0 0.0
0.0 0.1 0.0
0.0 0.0 0.0
0.0 0.0 0.0
-0.1 0.0 0.0
0.0 0.0 -0.1
-0.1 -0.1 0.0
0.0 -0.1 0.0
0.0 0.0 0.0
0.0 0.0 0.0
0.0 0.0 0.0
0.0 0.0 0.0
0.0 0.0 0.0
0.0 0.0 0.0
0.0 0.0 0.0
0.0 0.0 0.0
0.0 0.0 0.0
0.0 0.0 0.0
0.0 0.0 0.0
0.0 0.0 0.0
0.0 0.0 0.0
0.0 0.0 0.0
0.0 0.0 0.0
0.0 0.0 0.0
0.0 0.0 0.1
0.0 0.0 0.0
0.0 0.0 0.0
0.0 0.0 0.0
0.0 0.0 0.0
0.0 0.0 0.0
0.0 0.0 0.0
0.0 0.0 0.0
0.0 0.0 0.0
0.0 0.0 0.0
0.0 0.0 0.0
0.0 0.0 0.0
0.0 0.0 0.0
0.0 0.0 0.0
0.0 0.0 0.0
0.0 0.0 -0.1
0.0 0.0 0.0
0.0 0.0 0.0
0.0 0.0 0.0
0.0 0.0 0.0
0.0 0.0 0.0
0.0 0.0 0.1
0.0 0.0 0.0
0.0 0.0 0.0
0.0 0.0 0.0

As for the spin multiplicity: 1. The gap between HOMO and LUMO comes out at 8.1477 eV. For the calculated total energy, the calculation gives -4691.72306 Ha.